1.
{
  "formula": "C11H22N2OP",
  "method": "ωB97M-V with the def2-TZVPD basis set",
  "total_charge": 1,
  "total_energy_ev": -26071.052,
  "symbols": ["C", "C", "P", "C", "C", "C", "C", "C", "N", "N", "C", "H", "H", "H", "H", "H", "H", "H", "H", "H", "H", "H", "H", "H", "H", "C", "C", "C", "O", "H", "H", "H", "H", "H", "H", "H", "H"],
  "xyz": [[-3.544, -3.037, -0.472], [-2.423, -3.500, -1.486], [-0.698, -3.513, -0.771], [-0.439, -4.844, 0.518], [-0.273, -4.319, 2.007], [-0.126, -1.834, -0.224], [-0.510, -1.159, 1.047], [0.094, 0.161, 1.303], [0.947, 0.649, 0.372], [1.319, 0.150, -0.776], [0.817, -1.045, -1.085], [-3.685, -1.930, -0.587], [-4.505, -3.570, -0.668], [-3.249, -3.254, 0.586], [-2.384, -2.878, -2.423], [-2.637, -4.546, -1.843], [0.466, -5.451, 0.241], [-1.298, -5.561, 0.533], [0.502, -3.504, 2.068], [0.065, -5.140, 2.685], [-1.242, -3.894, 2.393], [-1.200, -1.654, 1.758], [-0.128, 0.702, 2.248], [1.364, 1.559, 0.614], [1.106, -1.553, -2.039], [0.585, 5.003, -0.912], [1.707, 5.406, 0.032], [2.935, 5.868, -0.735], [2.054, 4.293, 0.864], [0.895, 4.170, -1.552], [-0.288, 4.664, -0.348], [0.285, 5.838, -1.548], [1.363, 6.205, 0.691], [3.324, 5.065, -1.368], [3.736, 6.144, -0.045], [2.706, 6.729, -1.365], [2.362, 3.582, 0.288]],
  "atomic_forces_ev_per_a": [[0.23, 0.18, -0.40], [-0.73, 0.28, 0.63], [1.39, -1.07, -1.99], [-0.22, 0.09, 1.83], [0.10, 0.25, -0.23], [-0.38, 2.95, 2.32], [1.96, 0.71, -2.30], [-0.89, -3.05, -0.84], [-0.89, 0.93, 2.28], [-0.54, -1.62, -0.58], [-1.42, -1.54, 0.88], [-0.07, -1.00, 0.26], [0.68, 0.59, 0.10], [-0.25, 0.13, -0.87], [-0.07, -0.48, 1.00], [0.59, 0.87, 0.47], [-0.84, 0.86, 0.01], [0.51, 0.70, -0.35], [-0.67, -0.85, -0.07], [-0.37, 0.62, -0.56], [0.91, -0.53, -0.34], [0.60, 0.66, -0.54], [0.48, -0.07, -1.07], [-0.14, -0.41, -0.42], [-0.03, 0.91, 0.87], [-0.24, -0.02, 0.15], [0.13, -0.18, -0.73], [0.17, 0.13, 0.16], [-0.23, -0.34, 0.45], [0.12, 0.11, -0.07], [0.01, 0.12, 0.00], [0.00, -0.08, -0.01], [0.05, -0.21, 0.17], [-0.13, 0.02, -0.06], [-0.09, 0.05, -0.01], [0.02, -0.05, 0.01], [0.24, 0.36, -0.15]]
}

---

2.
{
  "formula": "C11H22N3O",
  "method": "ωB97M-V with the def2-TZVPD basis set",
  "relative_energy_kj_mol": 67.2,
  "total_charge": 1,
  "symbols": ["C", "C", "C", "C", "C", "C", "C", "C", "C", "C", "C", "N", "N", "N", "O", "H", "H", "H", "H", "H", "H", "H", "H", "H", "H", "H", "H", "H", "H", "H", "H", "H", "H", "H", "H", "H", "H"],
  "xyz": [[-0.703, -0.836, 1.693], [0.104, -1.303, 0.690], [-0.574, -1.792, -0.426], [-2.589, -0.824, 0.464], [0.099, -2.561, -1.442], [4.316, 1.232, -0.346], [-3.516, 1.950, -0.872], [-1.498, 2.172, 0.633], [1.634, -1.336, 0.901], [3.781, 0.026, 0.396], [2.261, -0.234, 0.027], [-1.996, -0.583, 1.583], [-1.945, -1.590, -0.476], [-2.180, 1.436, -0.375], [-3.894, -0.672, 0.222], [-0.211, -0.579, 2.624], [1.078, -2.722, -1.134], [0.526, -1.945, -2.284], [-0.498, -3.449, -1.747], [3.635, 2.113, -0.126], [4.667, 1.311, -1.478], [5.336, 1.526, 0.105], [-4.152, 2.399, -0.108], [-3.149, 2.638, -1.568], [-3.860, 1.030, -1.506], [-2.032, 2.099, 1.491], [-0.585, 1.801, 0.772], [-1.413, 3.265, 0.435], [2.003, -2.240, 0.625], [1.734, -1.202, 1.948], [4.417, -0.889, 0.419], [3.773, 0.371, 1.483], [2.157, -0.629, -0.971], [1.778, 0.666, -0.011], [-2.531, -1.945, -1.274], [-1.674, 1.374, -1.253], [-4.298, -0.080, 0.884]],
  "atomic_forces_ev_per_a": [[-0.34, 0.95, 0.49], [0.64, -0.79, -0.91], [-1.18, 1.13, 1.24], [-0.30, -1.15, -1.30], [-0.42, 0.23, -2.43], [2.67, 2.39, -0.90], [1.69, -2.78, -0.63], [-1.98, 3.16, -2.67], [-3.01, 3.08, -0.57], [-1.19, 0.01, 0.96], [2.92, -2.98, 0.56], [-0.15, 0.43, 1.53], [-0.08, -0.24, -1.02], [-1.19, -0.93, -0.92], [0.72, -0.13, 0.46], [-0.35, -0.02, 0.31], [1.50, -1.63, 1.35], [-1.69, -0.20, -0.02], [0.84, 0.61, -0.10], [0.79, -0.93, -0.47], [-1.52, -1.00, 2.02], [-1.56, -0.36, -0.26], [-0.08, -0.47, -0.19], [-0.68, 1.82, -1.16], [-0.44, 1.97, 1.44], [-1.57, -0.32, 2.89], [3.81, -1.49, 0.60], [0.07, -0.45, -0.13], [1.29, -2.77, -0.65], [0.65, 0.24, 1.02], [-0.51, 0.60, -0.52], [-0.06, -0.52, -1.17], [0.38, -0.01, -0.73], [-1.51, 2.36, 0.52], [1.03, 0.47, 1.03], [0.54, 0.02, 0.40], [0.26, -0.31, -0.09]]
}

---

3.
{
  "formula": "C11H22N4SYb",
  "method": "ωB97M-V with the def2-TZVPD basis set",
  "relative_energy_kj_mol": 11.9,
  "total_charge": 3,
  "multiplicity": 2,
  "symbols": ["Yb", "C", "C", "N", "C", "C", "S", "C", "C", "N", "H", "H", "H", "H", "H", "H", "H", "H", "H", "H", "H", "H", "H", "H", "C", "C", "C", "C", "N", "N", "C", "H", "H", "H", "H", "H", "H", "H", "H"],
  "xyz": [[-0.769, -0.040, -0.302], [-0.553, -3.277, -0.078], [-1.432, -2.980, 1.116], [-2.098, -1.639, 1.032], [-2.307, -1.018, 2.378], [-1.014, -0.723, 3.134], [0.395, -0.106, 2.133], [1.435, -1.598, 1.834], [1.618, -2.025, 0.384], [0.369, -2.150, -0.439], [0.028, -4.182, 0.105], [-1.170, -3.468, -0.956], [-2.187, -3.759, 1.190], [-0.869, -3.016, 2.040], [-3.034, -1.789, 0.659], [-2.882, -0.104, 2.235], [-2.919, -1.668, 3.003], [-1.198, 0.051, 3.876], [-0.625, -1.583, 3.675], [2.415, -1.346, 2.233], [1.031, -2.385, 2.464], [2.256, -1.309, -0.133], [2.158, -2.974, 0.395], [0.710, -2.382, -1.369], [0.794, 5.506, -1.679], [0.644, 4.023, -1.736], [1.225, 3.078, -2.585], [0.685, 1.869, -2.215], [-0.180, 2.021, -1.180], [-0.174, 3.349, -0.919], [0.957, 0.504, -2.779], [1.557, 5.829, -2.380], [1.081, 5.835, -0.677], [-0.144, 5.999, -1.943], [1.928, 3.275, -3.381], [-0.793, 3.748, -0.231], [1.093, 0.567, -3.858], [0.108, -0.186, -2.676], [1.861, 0.054, -2.369]],
  "atomic_forces_ev_per_a": [[0.37, -0.12, -0.03], [0.08, 0.04, -0.10], [-0.14, 0.03, 0.11], [0.31, 0.53, -0.27], [0.06, -0.10, -0.04], [0.06, -0.04, -0.01], [-0.06, 0.15, -0.28], [-0.04, -0.01, 0.02], [-0.09, -0.05, 0.10], [-0.12, 0.47, 0.11], [-0.02, -0.06, 0.02], [-0.02, -0.01, -0.07], [-0.05, -0.08, 0.04], [0.05, -0.01, 0.07], [-0.06, -0.04, -0.06], [-0.06, 0.13, -0.04], [-0.09, -0.05, 0.06], [-0.01, 0.03, 0.06], [-0.02, -0.04, 0.04], [0.08, 0.01, 0.05], [0.01, -0.05, 0.01], [0.09, 0.08, -0.04], [0.01, -0.06, -0.07], [0.01, 0.04, -0.12], [-0.02, -0.17, 0.06], [0.00, 0.38, -0.06], [0.01, 0.11, -0.06], [0.14, -0.27, -0.12], [-0.29, -1.06, 0.40], [-0.07, 0.23, 0.10], [0.13, 0.38, 0.05], [0.04, 0.01, -0.03], [-0.01, -0.04, -0.05], [0.00, -0.04, 0.00], [-0.06, -0.01, 0.08], [-0.01, 0.06, 0.05], [-0.01, -0.06, -0.03], [-0.30, -0.23, 0.01], [0.07, -0.05, 0.03]]
}